(1)
Below is a gas-phase ion, C2H4NO (charge +1), with properties calculated with ωB97M-V/def2-TZVPD.

Summary:
charge: +1
2S+1: 1
HOMO level: -17.35 eV
frontier orbital gap: 9.4 eV

Last column: natural (NBO) charge in e.
Atoms and positions in Å:
O (0.752, -3.067, -1.367)  0.024
H (1.214, -0.302, 0.726)  0.266
C (0.369, 0.057, 0.143)  -0.633
H (-0.468, 0.275, 0.810)  0.283
H (0.631, 0.991, -0.361)  0.283
C (-0.083, -0.929, -0.889)  0.001
N (0.324, -2.040, -1.137)  0.411
H (-1.028, -0.450, -1.457)  0.366

(2)
Below is a gas-phase ion, C2H4NO2 (charge -1), with properties calculated with ωB97M-V/def2-TZVPD.

Summary:
charge: -1
2S+1: 1
HOMO level: -3.77 eV
frontier orbital gap: 8.4 eV

Last column: natural (NBO) charge in e.
Atoms and positions in Å:
N (-0.684, -0.429, 1.099)  -0.851
H (-0.512, -1.376, 1.364)  0.334
H (-0.003, -1.213, -0.841)  0.173
C (-0.402, -0.316, -0.375)  -0.346
C (0.721, 0.763, -0.609)  0.738
O (0.299, 1.947, -0.643)  -0.794
H (-1.303, 0.096, -0.828)  0.174
H (-0.010, 0.182, 1.545)  0.361
O (1.894, 0.345, -0.712)  -0.790

(3)
Below is 2 unconnected molecules or ions with the total composition C2H4NO2, with properties calculated with ωB97M-V/def2-TZVPD.

Summary:
charge: -1
2S+1: 1
HOMO level: -3.25 eV
frontier orbital gap: 7.4 eV

Last column: natural (NBO) charge in e.
Atoms and positions in Å:
O (-0.363, -1.154, 0.878)  -0.792
H (0.530, -1.224, -2.038)  0.314
O (0.218, 2.665, 0.140)  -0.573
C (-0.133, 1.582, 0.546)  0.303
H (0.215, 1.115, 1.480)  0.131
N (0.737, -1.599, -1.119)  -0.959
C (-0.300, -1.521, -0.322)  0.454
H (-0.855, 0.981, -0.024)  0.122
H (-1.322, -1.557, -0.803)  0.001

Respective electronic energy values: -208.17570 -283.89203 -283.83067 Eh.
Respective energy relative to the best compared isomer or geometry (same formula, charge and spin) values: 59.6 11.9 50.4 kcal/mol.
Respective E_LUMO values: -0.292 0.171 0.153 Eh.